Molecular formula: C54H124N6O14
Method: DFT, ωB97M-V/def2-TZVPD

```
! RIJCOSX wB97M-V def2-TZVPD def2/J DEFGRID3
* xyz 0 1
O 20.276 21.682 22.577
O 17.613 16.640 25.464
O 17.968 13.485 24.621
O 18.758 17.956 19.673
O 17.758 10.333 16.331
O 14.196 15.666 20.670
O 15.180 14.837 10.884
O 12.811 12.098 14.513
O 18.729 15.158 15.067
O 12.923 15.901 17.985
O 12.188 19.140 18.827
O 16.118 14.972 22.512
O 14.967 18.243 17.352
O 9.698 13.666 22.071
N 16.073 14.884 13.511
N 18.331 10.747 17.461
N 18.935 20.941 19.939
N 11.574 11.436 14.802
N 9.956 14.478 23.217
N 16.765 17.018 24.408
C 16.236 13.578 22.927
C 20.098 21.794 20.062
C 19.126 11.404 20.169
C 17.523 13.022 17.131
C 10.712 12.654 24.698
C 19.933 10.491 19.325
C 12.346 11.045 17.134
C 14.684 17.939 23.583
C 8.780 10.860 15.552
C 19.956 15.669 15.602
C 10.904 13.085 16.683
C 9.932 10.831 16.591
C 18.132 18.926 18.740
C 20.028 22.572 21.452
C 20.304 9.384 17.140
C 11.008 14.082 24.222
C 11.253 10.782 12.442
C 19.188 9.786 18.143
C 15.337 18.789 22.530
C 16.685 18.300 22.250
C 14.721 14.471 13.236
C 15.619 18.661 25.794
C 16.248 15.511 14.775
C 15.495 17.480 24.847
C 12.901 19.642 17.709
C 8.098 15.971 22.591
C 11.193 11.609 16.227
C 9.506 16.694 24.415
C 17.650 11.892 18.126
C 21.594 21.082 22.614
C 13.977 15.079 18.362
C 17.687 16.143 15.044
C 10.566 16.707 22.164
C 9.552 15.910 23.070
C 10.163 12.885 13.315
C 18.229 19.149 24.035
C 18.550 12.433 19.227
C 18.977 20.227 18.674
C 9.319 10.628 14.119
C 18.216 16.589 19.506
C 15.829 14.464 9.670
C 18.739 17.078 22.914
C 10.599 11.458 13.675
C 11.034 15.004 25.470
C 17.585 17.853 23.519
C 14.503 19.409 17.969
C 12.323 14.140 23.486
C 10.712 16.547 25.272
C 17.735 13.240 23.244
C 14.610 16.312 25.524
C 14.709 13.843 11.789
C 16.196 11.638 18.634
C 18.397 8.581 18.612
C 13.903 14.622 19.842
H 8.663 16.235 24.932
H 16.270 18.509 26.655
H 20.008 19.915 18.509
H 9.644 12.457 24.790
H 18.512 15.842 20.242
H 14.601 18.762 26.170
H 8.549 10.837 13.377
H 12.205 11.219 12.141
H 11.719 13.698 16.299
H 16.769 13.931 9.813
H 13.660 16.644 25.942
H 20.574 14.807 15.854
H 17.070 19.164 18.802
H 12.599 20.688 17.774
H 21.077 8.801 17.641
H 7.488 16.819 22.901
H 18.396 13.754 22.546
H 17.836 16.871 14.246
H 17.599 20.038 24.014
H 14.751 19.400 19.031
H 10.119 17.579 21.686
H 9.544 9.562 14.094
H 17.182 13.942 17.606
H 9.934 13.464 16.361
H 12.962 14.121 20.071
H 9.360 17.760 24.237
H 15.565 13.295 23.738
H 19.812 16.365 16.429
H 18.379 18.404 17.816
H 15.598 16.375 14.911
H 14.271 13.812 13.979
H 21.040 21.335 19.764
H 14.606 13.809 20.019
H 21.760 20.556 23.554
H 15.215 13.721 9.160
H 16.051 14.819 15.594
H 18.442 13.208 16.575
H 8.289 11.819 15.383
H 7.468 15.115 22.833
H 18.003 13.158 19.830
H 12.889 16.654 18.578
H 14.755 18.868 21.612
H 20.396 9.748 19.974
H 13.162 13.736 24.051
H 18.450 16.220 18.507
H 20.859 10.954 18.982
H 19.059 20.397 20.781
H 15.151 15.879 26.366
H 11.247 19.230 18.660
H 13.403 11.388 14.253
H 16.860 10.105 16.581
H 22.403 21.804 22.503
H 10.430 16.926 26.254
H 20.457 16.205 14.796
H 15.511 12.485 18.618
H 17.136 16.577 19.659
H 10.454 14.651 26.323
H 10.833 16.078 21.315
H 17.792 15.707 25.326
H 14.995 20.257 17.493
H 15.872 19.649 25.412
H 19.936 8.711 16.365
H 19.364 13.016 18.797
H 10.349 14.019 21.460
H 12.642 10.067 16.754
H 13.977 15.256 13.370
H 9.841 13.484 14.167
H 7.963 10.186 15.807
H 15.866 15.219 8.885
H 14.797 15.454 21.388
H 17.734 9.037 19.348
H 14.440 15.488 24.831
H 18.642 20.859 17.852
H 15.302 12.928 11.791
H 14.433 17.036 23.027
H 19.216 17.570 22.066
H 13.790 18.383 24.020
H 18.486 16.048 22.663
H 9.418 12.892 12.520
H 19.154 19.473 23.557
H 11.536 17.191 24.962
H 16.795 12.798 16.350
H 8.057 15.923 21.503
H 17.781 12.671 25.095
H 14.010 14.137 17.814
H 18.941 7.821 19.172
H 9.372 11.318 17.389
H 12.422 15.147 23.081
H 11.552 9.754 12.645
H 18.330 10.871 20.688
H 13.679 13.531 11.619
H 19.518 16.943 23.665
H 11.023 11.971 23.907
H 16.523 15.532 23.178
H 13.253 11.615 16.936
H 15.867 13.083 22.028
H 12.005 14.893 25.952
H 21.772 20.322 21.853
H 12.575 19.203 16.766
H 17.543 16.749 15.938
H 12.121 10.965 18.198
H 16.144 11.300 19.670
H 20.654 23.464 21.478
H 11.507 16.980 22.640
H 19.104 23.101 21.684
H 11.164 12.392 25.655
H 19.635 11.891 21.002
H 19.914 22.559 19.308
H 17.818 8.106 17.820
H 14.926 15.550 18.106
H 16.291 15.472 12.719
H 10.976 13.465 12.878
H 20.807 10.236 16.681
H 17.989 12.180 23.198
H 10.175 9.837 16.968
H 18.600 18.952 25.040
H 17.149 19.152 21.753
H 10.799 13.028 17.767
H 15.457 19.763 23.005
H 14.309 17.566 17.526
H 12.415 13.394 22.697
H 15.741 10.872 18.006
H 10.605 10.857 11.568
H 16.649 17.501 21.509
*
```

* SMILES: CC1(C)CCCC(C)(C)N1O.CC1(C)CCCC(C)(C)N1O.CC1(C)CCCC(C)(C)N1O.CC1(C)CCCC(C)(C)N1O.COCCNCCOC.COCCNCCOC.OCCO.OCCO.OCCO
* gap between HOMO and LUMO: 8.15 eV
* calculated total energy: -95601.23828 eV